C13H17NO5 | ωB97M-V/def2-TZVPD

Structure (ORCA input):
```
! RIJCOSX wB97M-V def2-TZVPD def2/J DEFGRID3
* xyz 0 1
O -0.27798 -3.40180 1.23618
H -0.68384 2.69611 -4.96214
O 0.79152 3.49419 -1.03606
C -0.52297 2.36353 -2.81727
H -2.57708 1.28357 -3.47998
C -1.23297 0.98979 -0.95371
C -0.50218 -2.28904 1.68469
H -1.62604 0.20102 2.27199
O -2.09613 1.40008 -4.31103
C 2.32950 -2.89695 2.82195
C -1.57880 1.10847 0.37080
C -0.58699 -1.30638 -0.58807
C 0.24926 3.64035 -2.36268
H 0.24521 1.60204 -2.96822
H -0.75247 -1.31483 3.63778
H -0.40437 -2.99814 3.71236
C -0.74723 -0.22152 -1.44075
H -0.14316 -2.24379 -0.92863
H -1.90983 3.44380 -3.97081
C -1.31240 2.56648 -4.10480
H 4.91694 -4.58689 3.40624
C -1.36925 0.02934 1.23977
N 3.32659 -3.39309 3.51699
C -0.82384 -1.19704 0.79069
H 0.05447 3.18974 -0.44429
C 1.37101 -1.81654 3.35325
H -0.42037 4.49029 -2.33080
H 1.08102 3.83817 -3.05914
O -1.51158 2.06847 -1.75806
H 2.14729 -3.37205 1.89123
O 4.06617 -4.45745 2.94370
H 1.53258 -1.69712 4.42892
H -0.56986 -0.31805 -2.51627
C -0.14500 -2.08157 3.16850
H 1.65245 -0.88567 2.83830
H -1.96966 2.07246 0.71933
*
```

Results
HOMO level (eV): -9.378
SMILES: O=C(CC/C=N/O)c1ccc(OC(CO)CO)cc1
Strongest force on any atom (eV/A): 3.2
ΔE to the lowest compared entry with this formula, charge and spin (kcal/mol): 95.2
Gap between HOMO and LUMO (eV): 9.40

Atom charges from the Löwdin analysis, given in e for atoms 1 to 2:
1 O 0.074
2 H 0.128